Version 1
ORCA calculation (ωB97M-V with the def2-TZVPD basis set) on a molecular structure, C4H4OS.

```
10
Properties=species:S:1:pos:R:3
C 0.52 -0.34 -0.53
C 1.08 0.25 0.53
C -1.93 0.49 0.33
C -0.22 0.77 -1.00
O -3.09 0.44 0.00
S 0.56 1.89 0.11
H 0.34 -1.43 -0.67
H 1.90 -0.02 1.36
H -1.38 0.00 1.11
H -0.65 1.02 -1.99
```

Output
E_LUMO (spin up / spin down) in eV: 0.0979 / 0.0971
HOMO-LUMO gap (spin up / spin down) in eV: 8.6 / 8.6
E_HOMO (spin up / spin down) in eV: -8.484 / -8.484

Results of the Löwdin charge analysis, in e, for atoms 1 through 2: -0.327 -0.428

=====

Version 2
ORCA calculation (ωB97M-V with the def2-TZVPD basis set) on C4H4OS in the gas phase.

```
10
Properties=species:S:1:pos:R:3
C 0.94 -0.13 -0.03
C -1.57 0.05 0.02
C -0.87 1.49 0.03
C 0.46 1.32 -0.10
H -2.43 -0.20 -0.63
H -2.03 0.08 1.01
H -1.10 2.57 0.18
H 1.16 2.26 -0.31
O 2.15 -0.17 0.10
S -0.41 -1.23 -0.03
```

Output
E_LUMO in eV: 0.6430
HOMO-LUMO gap in eV: 10.3
Structure (SMILES): O=C1C=CCS1
E_HOMO in eV: -9.695

Results of the Löwdin charge analysis, in e, for atoms 1 through 2: -0.718 -0.500

=====

Version 3
ORCA calculation (ωB97M-V with the def2-TZVPD basis set) on C4H4OS in the gas phase.

```
10
Properties=species:S:1:pos:R:3
C -0.77 -0.60 -0.08
C -2.20 -0.77 -0.04
C 0.41 -1.16 0.08
C -0.80 1.15 -0.03
O -2.82 -1.76 0.02
S -2.71 0.94 0.01
H 1.39 -0.66 0.04
H 0.48 -2.28 0.31
H -0.54 1.54 1.00
H -0.58 1.75 -0.95
```

Output
E_LUMO in eV: -0.1239
HOMO-LUMO gap in eV: 9.5
Structure (SMILES): C=C1CSC1=O
E_HOMO in eV: -9.625

Results of the Löwdin charge analysis, in e, for atoms 1 through 2: -0.275 -0.782

=====

Most stable: version 2. Least stable: version 1.

=====

Version 1
ORCA calculation (ωB97M-V with the def2-TZVPD basis set) on C20H24N2O6S in the gas phase.

```
53
Properties=species:S:1:pos:R:3
C -0.09 3.92 -1.58
H 0.46 3.14 -2.11
O 0.13 3.85 -0.19
C -0.25 2.74 0.48
C -0.93 1.67 -0.09
C -1.29 0.59 0.71
C -0.98 0.58 2.06
C -0.29 1.65 2.63
C 0.07 2.73 1.84
H 0.61 3.58 2.23
O 0.00 1.53 3.96
C 0.68 2.59 4.58
H 1.66 2.76 4.13
H 0.80 2.29 5.62
H 0.09 3.52 4.55
H -1.26 -0.25 2.69
N -1.99 -0.51 0.21
C -2.28 -0.84 -1.07
O -2.00 -0.20 -2.06
C -3.09 -2.13 -1.19
H -2.99 -2.54 -2.20
H -4.14 -1.90 -1.01
S -2.66 -3.43 0.01
C -1.29 -4.25 -0.87
C -0.29 -3.22 -1.37
O -0.09 -3.07 -2.56
N 0.30 -2.53 -0.37
C 1.05 -1.35 -0.46
C 1.14 -0.64 -1.65
C 1.82 0.57 -1.66
C 2.43 1.04 -0.51
C 2.36 0.32 0.68
C 1.66 -0.88 0.71
H 1.56 -1.45 1.62
O 2.99 0.86 1.75
C 3.01 0.14 2.96
H 3.47 -0.84 2.83
H 3.62 0.73 3.64
H 2.00 0.03 3.37
H 2.95 1.98 -0.52
O 1.90 1.37 -2.76
C 1.24 0.95 -3.94
H 1.67 0.03 -4.33
H 1.39 1.76 -4.65
H 0.17 0.80 -3.76
H 0.66 -1.03 -2.52
H 0.09 -2.83 0.58
H -0.85 -4.94 -0.15
H -1.70 -4.81 -1.71
H -2.27 -1.19 0.91
H -1.18 1.65 -1.14
H 0.28 4.90 -1.88
H -1.16 3.85 -1.81
```

Output
E_LUMO in eV: 0.3456
HOMO-LUMO gap in eV: 8.2
Structure (SMILES): COc1cc(NC(=O)CSCC(=O)Nc2cc(OC)cc(OC)c2)cc(OC)c1
E_HOMO in eV: -7.844

Results of the Löwdin charge analysis, in e, for atoms 1 through 2: -0.061 0.079

=====

Version 2
ORCA calculation (ωB97M-V with the def2-TZVPD basis set) on a molecular structure, C20H24N2O6S.

```
53
Properties=species:S:1:pos:R:3
C 2.60 -2.92 -3.13
C 2.30 -2.01 -1.82
H 3.21 -1.93 -1.28
H 1.58 -2.44 -1.21
O 1.65 -0.58 -2.40
C 1.61 0.20 -1.50
O 1.93 -0.01 -0.36
C 0.90 1.39 -2.00
C 1.05 1.67 -3.39
C 0.66 2.92 -3.82
C 0.06 3.59 -3.06
C -0.17 3.44 -1.77
C 0.31 2.53 -1.11
N 0.29 1.95 0.26
C -0.84 2.52 1.04
O -1.33 3.44 0.77
C -0.77 1.87 2.40
N -0.21 0.42 2.32
C -0.84 -0.64 1.50
C -0.05 -1.87 1.28
C -0.62 -2.66 0.24
C -1.33 -2.43 -0.77
C -2.07 -1.20 -0.53
C -1.59 -0.29 0.44
H -2.53 0.58 0.54
H -2.90 -0.78 -1.14
O -1.71 -3.05 -1.64
C -2.51 -3.00 -2.74
C -1.57 -1.87 -3.77
H -2.22 -1.62 -4.53
H -1.51 -1.08 -3.16
H -0.88 -2.32 -4.06
H -3.42 -2.45 -2.46
H -2.66 -3.66 -3.34
H -0.06 -3.58 0.18
H 0.63 -2.29 2.03
S 0.15 -0.15 3.84
O 0.82 0.96 4.64
O 1.43 -1.10 3.61
C -0.97 -1.23 4.44
H -1.70 -0.32 4.82
H -0.48 -1.63 5.35
H -1.32 -1.82 3.74
H -0.23 2.39 3.08
H -1.97 1.68 2.55
H 0.78 1.30 0.69
H -0.49 4.36 -0.93
H -0.26 4.88 -3.28
H 0.66 3.00 -4.88
H 1.67 0.88 -4.10
H 2.89 -3.90 -2.85
H 1.51 -3.13 -3.66
H 3.07 -2.47 -3.71
```

Output
E_LUMO in eV: 0.4611
HOMO-LUMO gap in eV: 8.6
E_HOMO in eV: -8.166

Results of the Löwdin charge analysis, in e, for atoms 1 through 2: 0.008 0.039

=====

Most stable: version 1. Least stable: version 2.

=====

Version 1
ORCA calculation (ωB97M-V with the def2-TZVPD basis set) on 2 unconnected molecules or ions with the total composition C2H7N5O.

```
15
Properties=species:S:1:pos:R:3
C -0.33 0.47 0.30
C 1.19 0.28 0.57
H 0.40 -2.52 -0.26
H -0.82 -2.08 1.22
H -2.03 -0.34 -0.41
H 1.59 0.35 1.64
H 2.68 -1.42 -1.40
H -2.07 2.19 -1.02
H -2.64 2.38 0.85
N -0.62 -1.90 0.06
N -0.94 -0.59 -0.41
N 2.19 -0.22 -0.03
N -0.90 1.66 0.68
N -2.27 1.59 0.22
O 1.94 -0.85 -1.19
```

Output
E_LUMO in eV: 0.4073
HOMO-LUMO gap in eV: 9.2
E_HOMO in eV: -8.817

Results of the Löwdin charge analysis, in e, for atoms 1 through 2: -0.322 -0.121

=====

Version 2
ORCA calculation (ωB97M-V with the def2-TZVPD basis set) on a molecular structure, C2H7N5O.

```
15
Properties=species:S:1:pos:R:3
C 0.48 -0.51 -0.29
C -2.34 -0.12 0.61
H 2.59 -0.45 1.31
H 3.50 0.20 -0.51
H 1.38 1.32 -0.09
H -1.16 2.27 0.05
H -0.50 -1.83 -1.27
H -3.33 -0.28 0.73
H -1.56 0.39 1.06
N 2.41 -0.13 0.26
N 1.58 -1.17 -0.26
N 0.39 0.91 0.04
N -0.76 -1.09 -0.65
N -2.03 -1.08 -0.21
O -0.65 1.58 -0.78
```

Output
E_LUMO in eV: 0.4719
HOMO-LUMO gap in eV: 9.1
E_HOMO in eV: -8.677

Results of the Löwdin charge analysis, in e, for atoms 1 through 2: -0.391 -0.030

=====

Version 3
ORCA calculation (ωB97M-V with the def2-TZVPD basis set) on a molecular structure, C2H7N5O.

```
15
Properties=species:S:1:pos:R:3
C -1.63 0.17 0.02
C 1.86 -0.65 0.23
H -4.10 0.53 1.38
H -4.69 0.30 -0.62
H -1.51 1.23 0.15
H -0.22 -1.36 -1.12
H 1.99 -1.69 0.26
H 3.76 -0.71 -0.55
H 2.18 1.45 -0.86
N -3.80 0.65 -0.05
N -2.88 -0.41 -0.04
N -0.52 -0.83 -0.06
N 0.73 -0.03 0.10
N 3.11 -0.25 0.06
O 3.09 1.15 -0.02
```

Output
E_LUMO in eV: 0.3983
HOMO-LUMO gap in eV: 8.7
E_HOMO in eV: -8.337

Results of the Löwdin charge analysis, in e, for atoms 1 through 2: -0.167 -0.292

=====

Most stable: version 1. Least stable: version 3.